# 1
An isolated ion of composition C4H8NO2 and charge -1 at a distorted geometry. Source: the Open Molecules 2025 dataset; level of theory: ωB97M-V/def2-TZVPD.

```
15
Properties=species:S:1:pos:R:3:forces:R:3
C -0.991343 -0.243392 0.458662 -1.2 0.1 0.0
C 0.480583 -0.588546 0.357645 1.3 -1.1 -0.5
C 1.326453 -0.535324 1.572016 -0.8 1.7 0.9
O 2.315062 -1.162315 1.869765 -0.2 -0.1 -0.3
N -1.405205 1.085023 -0.084700 2.2 -0.8 -0.3
C -1.105848 1.104719 -1.697741 0.0 0.8 -0.1
O -0.449392 0.136671 -2.275855 0.0 -0.7 0.6
H -1.451789 -1.019271 -0.162351 -0.4 0.2 0.3
H -1.363898 -0.317492 1.505972 0.1 -0.1 -0.5
H 0.648547 -1.644823 0.073601 -0.3 0.5 -0.8
H 0.856546 0.098251 -0.427214 0.3 -0.7 0.1
H 0.904592 0.235726 2.276374 0.4 -0.2 0.3
H -0.602807 1.655380 0.210021 -0.6 0.3 0.2
H -0.539513 2.081728 -1.815463 -0.6 0.1 0.3
H -2.141300 1.249593 -2.044961 -0.3 0.1 -0.3
```
Positions in Å, forces in eV/Å.

## Properties
structure (SMILES) = O=CCCNC[O-]
Kohn-Sham gap = 0.2462 Ha
charge = -1
max |F| = 2.352 eV/A
calculated total energy = -9861.5400 eV
relative energy (zero: lowest compared OMol25 entry of this formula, charge and spin) = 313.3 kJ/mol
E_HOMO = -2.880 eV

# 2
C4H8NO2 as an isolated structure at a distorted geometry. Source: the Open Molecules 2025 dataset; level of theory: ωB97M-V/def2-TZVPD.

```
15
Properties=species:S:1:pos:R:3:forces:R:3
C 2.121626 -0.091128 0.355864 -1.0 0.6 0.1
O 2.792578 -1.164155 -0.140730 0.4 0.1 0.2
C 0.612533 -0.412964 0.353455 0.1 -0.8 -1.4
C -0.380915 0.750507 0.346271 -0.3 -0.9 1.5
C -1.761798 0.312504 -0.212623 -0.4 5.1 3.0
N -1.641201 -0.050712 -1.505941 0.7 -3.2 0.1
O -2.781654 0.445737 0.424971 -0.4 -0.3 0.3
H 2.444769 0.094634 1.392625 0.2 -0.2 0.0
H 2.264379 0.851995 -0.193521 0.3 -0.1 -0.1
H 0.365760 -1.142419 1.129507 0.1 0.2 0.1
H 0.478958 -0.965552 -0.591088 0.2 0.1 0.1
H -0.515376 0.936653 1.415596 -0.3 0.8 -0.3
H -0.081381 1.642902 -0.197629 0.3 -0.1 0.0
H -2.548134 -0.357437 -1.862449 -0.1 0.1 0.1
H -1.370142 -0.850568 -0.714313 0.4 -1.4 -3.8
```
Positions in Å, forces in eV/Å.

## Properties
Kohn-Sham gap (spin up / spin down) = 0.3922 / 0.3035 Ha
max |F| = 5.924 eV/A
<S²> = 0.754
calculated total energy = -9858.5045 eV
relative energy (zero: lowest compared OMol25 entry of this formula, charge and spin) = 262.3 kJ/mol
2S+1 = 2
E_HOMO (spin up / spin down) = -9.977 / -9.972 eV